# 1
A structure of composition C31H44BrMnN3P2 in a non-equilibrium geometry, computed with ωB97M-V/def2-TZVPD.

Structure (XYZ):
```
82
Properties=species:S:1:pos:R:3:lowdin_charge:R:1
N 0.358 -0.302 -6.328 0.070
C 1.510 -0.401 -5.671 -0.115
C 1.576 -0.354 -4.273 -0.013
C 0.374 -0.276 -3.532 -0.228
C -0.822 -0.047 -4.253 -0.009
C -0.771 -0.117 -5.658 -0.116
C 0.350 -0.654 -2.107 -0.191
Mn 0.034 0.042 -0.219 0.606
P -0.661 -0.610 2.876 1.204
C -0.878 -1.182 -1.467 -0.235
C -0.923 -2.610 -1.062 -0.253
C -2.121 -3.204 -0.609 -0.052
C -2.091 -4.465 -0.013 -0.096
C -0.876 -5.172 0.084 -0.756
C 0.273 -4.661 -0.542 -0.102
C 0.237 -3.391 -1.119 -0.036
Br -0.772 -6.723 1.034 0.859
H 1.344 -1.040 -1.823 0.072
H -1.844 -0.750 -1.753 0.099
H 2.555 -0.450 -3.795 0.114
H -1.783 0.100 -3.768 0.102
H 2.406 -0.538 -6.274 0.117
H -1.686 -0.041 -6.241 0.116
H -3.068 -2.669 -0.704 0.127
H 1.126 -3.002 -1.605 0.107
H -3.008 -4.911 0.352 0.112
H 1.188 -5.239 -0.585 0.111
P -0.903 2.427 -0.335 0.955
C -0.155 -2.383 3.111 -0.335
C -1.000 -3.129 4.151 -0.118
H 0.901 -2.362 3.429 0.093
H -0.218 -2.883 2.128 0.085
H -0.596 -4.143 4.279 0.091
H -0.962 -2.629 5.129 0.085
H -2.053 -3.220 3.848 0.070
C -1.872 -0.776 1.533 -0.420
C -3.297 -0.958 2.066 -0.099
H -1.598 -1.684 0.987 0.043
H -1.806 0.107 0.849 0.015
H -4.026 -0.911 1.245 0.091
H -3.419 -1.942 2.543 0.079
H -3.564 -0.195 2.810 0.087
C 0.931 0.221 2.586 -0.421
C 1.728 0.563 3.844 -0.098
H 0.740 1.143 2.003 0.041
H 1.529 -0.479 1.987 0.050
H 2.520 1.282 3.600 0.086
H 1.098 0.999 4.628 0.087
H 2.219 -0.326 4.258 0.089
C -0.026 3.444 0.925 -0.412
C -0.303 4.943 0.897 -0.126
H 1.050 3.250 0.804 0.053
H -0.303 3.037 1.909 0.076
H 0.164 5.434 0.034 0.080
H -1.376 5.167 0.899 0.076
H 0.118 5.405 1.798 0.088
C -2.670 2.476 0.237 -0.383
C -3.632 1.809 -0.743 -0.136
H -2.965 3.526 0.413 0.096
H -2.704 1.968 1.216 0.066
H -3.758 2.408 -1.653 0.078
H -3.299 0.806 -1.045 0.051
H -4.628 1.702 -0.295 0.089
C -0.967 3.407 -1.898 -0.369
C 0.363 3.462 -2.646 -0.134
H -1.333 4.428 -1.680 0.100
H -1.735 2.933 -2.536 0.082
H 0.224 3.971 -3.608 0.093
H 1.120 4.019 -2.083 0.070
H 0.749 2.455 -2.846 0.051
N 6.727 0.844 2.876 0.219
C 5.800 0.629 2.190 -0.133
C 4.654 0.420 1.340 -0.192
C 4.036 1.518 0.735 0.024
C 2.887 1.318 -0.015 -0.088
N 2.295 0.096 -0.084 -0.037
C 3.007 -0.998 0.315 -0.098
C 4.166 -0.863 1.067 0.024
H 4.441 2.523 0.864 0.144
H 2.409 2.144 -0.548 0.111
H 2.594 -1.987 0.083 0.123
H 4.669 -1.748 1.452 0.141
```

For the energy relative to the best compared isomer or geometry (same formula, charge and spin), the calculation gives 41.5 kcal per mole. The calculation puts the gap between HOMO and LUMO (spin up / spin down) at 6.37 / 3.51 eV. Its multiplicity is 6. As for the total charge: +2. The calculation puts the total energy at -5778.95434 a.u. The expectation value of S² is 8.989. The value obtained for the LUMO energy (spin up / spin down) is -0.24064 / -0.35378 Ha. The HOMO energy (spin up / spin down) comes out at -12.92 / -13.13 eV.

=====

# 2
A structure of composition C31H44BrMnN3P2 in a non-equilibrium geometry, computed with ωB97M-V/def2-TZVPD.

Structure (XYZ):
```
82
Properties=species:S:1:pos:R:3:lowdin_charge:R:1
N -3.585 -5.587 1.817 0.075
C -3.907 -5.395 0.536 -0.121
C -2.941 -5.325 -0.465 -0.006
C -1.583 -5.441 -0.106 -0.214
C -1.269 -5.741 1.247 -0.001
C -2.317 -5.811 2.176 -0.119
C -0.523 -5.179 -1.054 0.027
Mn 0.971 0.150 -0.526 0.666
P 1.306 2.901 -0.993 0.896
C 0.767 -4.858 -0.617 -0.018
C 1.444 -3.673 -1.061 -0.186
C 2.436 -3.102 -0.211 0.009
C 2.840 -1.793 -0.393 -0.106
C 2.250 -1.054 -1.453 -0.618
C 1.386 -1.660 -2.426 -0.094
C 1.019 -2.976 -2.221 0.003
Br 3.310 0.708 -2.153 0.847
H -0.775 -5.160 -2.102 0.122
H 1.255 -5.425 0.183 0.125
H -3.225 -5.087 -1.484 0.116
H -0.251 -5.861 1.593 0.105
H -4.969 -5.250 0.307 0.121
H -2.089 -6.016 3.225 0.120
H 2.833 -3.727 0.587 0.136
H 0.377 -3.504 -2.921 0.130
H 3.598 -1.334 0.226 0.109
H 1.074 -1.086 -3.282 0.118
P 0.000 0.038 1.907 0.922
C 1.128 2.926 -2.866 -0.453
C 2.173 3.658 -3.687 -0.154
H 0.127 3.324 -3.073 0.078
H 1.109 1.873 -3.175 0.015
H 1.969 3.483 -4.755 0.093
H 2.147 4.744 -3.533 0.072
H 3.191 3.293 -3.512 0.048
C 2.999 3.073 -0.204 -0.469
C 3.880 4.202 -0.667 -0.139
H 3.529 2.126 -0.405 -0.055
H 2.818 3.101 0.881 0.074
H 4.929 3.949 -0.467 0.089
H 3.791 4.382 -1.744 0.056
H 3.674 5.127 -0.123 0.083
C 0.493 4.466 -0.493 -0.400
C 0.821 5.682 -1.355 -0.128
H 0.779 4.640 0.555 0.083
H -0.584 4.242 -0.500 0.065
H 0.394 6.581 -0.895 0.090
H 1.902 5.853 -1.440 0.063
H 0.400 5.607 -2.363 0.075
C -1.420 1.061 2.506 -0.385
C -1.445 2.525 2.083 -0.128
H -1.390 0.985 3.603 0.098
H -2.334 0.563 2.161 0.068
H -2.097 3.086 2.768 0.094
H -0.455 3.003 2.102 0.059
H -1.861 2.644 1.073 0.054
C 1.356 0.671 2.977 -0.401
C 2.585 -0.231 2.983 -0.137
H 0.934 0.786 3.986 0.100
H 1.608 1.677 2.605 0.068
H 3.323 0.160 3.695 0.092
H 2.340 -1.257 3.281 0.069
H 3.068 -0.278 1.997 0.041
C -0.344 -1.665 2.570 -0.373
C -1.791 -2.029 2.885 -0.132
H 0.279 -1.791 3.468 0.083
H 0.051 -2.352 1.805 0.059
H -1.809 -2.920 3.526 0.082
H -2.329 -1.233 3.415 0.070
H -2.351 -2.281 1.977 0.057
N -4.397 3.694 -2.587 0.202
C -3.901 2.743 -2.116 -0.148
C -3.311 1.563 -1.533 -0.187
C -4.134 0.569 -0.994 0.030
C -3.545 -0.580 -0.490 -0.017
C -2.155 -0.720 -0.570 -0.139
N -1.359 0.292 -0.969 -0.019
C -1.925 1.404 -1.488 -0.077
H -5.215 0.709 -0.988 0.145
H -4.136 -1.385 -0.042 0.126
H -1.685 -1.674 -0.316 0.109
H -1.259 2.173 -1.890 0.085
```

For the energy relative to the best compared isomer or geometry (same formula, charge and spin), the calculation gives 0.0 kcal per mole. The calculation puts the gap between HOMO and LUMO (spin up / spin down) at 6.47 / 6.04 eV. Its multiplicity is 6. As for the total charge: +2. The calculation puts the total energy at -5779.02043 a.u. The expectation value of S² is 8.877. The value obtained for the LUMO energy (spin up / spin down) is -0.26080 / -0.28187 Ha. The HOMO energy (spin up / spin down) comes out at -13.56 / -13.71 eV.

=====

# 3
A structure of composition C31H44Cl4CrN3OPSSi, computed with ωB97M-V/def2-TZVPD.

Structure (XYZ):
```
87
Properties=species:S:1:pos:R:3:lowdin_charge:R:1
Cr -0.035 0.162 -0.181 0.313
Cl 2.126 2.146 3.768 0.742
C 0.550 1.440 3.667 -0.562
C -0.251 1.365 4.823 -0.098
C -1.505 0.833 4.770 -0.597
Cl -2.463 0.745 6.207 0.732
C -2.030 0.352 3.543 -0.150
C -3.310 -0.214 3.366 0.017
C -3.690 -0.639 2.124 -0.005
C -2.809 -0.499 1.043 -0.110
N -1.613 0.033 1.169 0.022
C -1.209 0.445 2.409 -0.141
C 0.104 0.975 2.457 -0.370
O 0.791 1.018 1.325 -0.284
H 0.138 1.734 5.762 0.115
H -3.973 -0.311 4.216 0.105
H -4.660 -1.086 1.956 0.120
H -3.098 -0.840 0.059 0.059
C -3.226 2.191 -0.960 -0.117
C -2.209 2.927 -1.833 -0.509
C -2.514 4.428 -1.823 -0.092
P -0.461 2.420 -1.434 1.040
C 0.321 3.617 -0.253 -0.515
C -0.554 3.804 0.991 -0.090
C 0.809 4.967 -0.775 -0.095
C 0.423 2.649 -3.060 -0.543
C 0.074 3.925 -3.833 -0.106
C 0.198 1.461 -3.998 -0.159
H -4.238 2.481 -1.249 0.090
H -3.101 2.437 0.096 0.076
H -3.147 1.111 -1.077 0.029
H -2.331 2.560 -2.859 0.102
H -2.494 4.828 -0.811 0.068
H -3.524 4.582 -2.210 0.090
H -1.836 5.010 -2.438 0.054
H 1.204 3.047 0.053 0.082
H -1.305 4.578 0.831 0.074
H 0.064 4.117 1.835 0.091
H -1.074 2.893 1.284 0.052
H -0.008 5.598 -1.124 0.071
H 1.541 4.861 -1.575 0.072
H 1.300 5.494 0.047 0.089
H 1.481 2.673 -2.784 0.085
H -0.943 3.881 -4.226 0.081
H 0.746 3.998 -4.690 0.090
H 0.182 4.837 -3.254 0.050
H -0.864 1.327 -4.220 0.070
H 0.593 0.529 -3.603 -0.005
H 0.704 1.653 -4.946 0.089
Cl -1.238 -0.833 -2.088 0.683
C -1.634 -2.588 -1.996 -0.885
Cl -3.357 -2.840 -1.783 0.602
H -1.070 -2.980 -1.156 -0.003
H -1.327 -3.007 -2.946 0.043
N 3.434 0.917 0.730 0.144
C 3.467 0.784 -0.592 -0.707
S 2.129 0.190 -1.466 0.797
N 4.611 1.128 -1.208 0.074
C 4.983 1.078 -2.584 -0.248
C 5.813 2.099 -3.035 -0.029
C 6.250 2.111 -4.348 -0.073
C 5.856 1.107 -5.221 -0.078
C 5.040 0.084 -4.762 -0.067
C 4.606 0.056 -3.444 -0.053
H 2.526 0.863 1.193 0.041
H 4.205 1.320 1.237 0.119
H 5.302 1.567 -0.619 0.151
H 6.115 2.890 -2.357 0.115
H 6.898 2.908 -4.688 0.110
H 6.194 1.116 -6.249 0.108
H 4.748 -0.716 -5.429 0.110
H 4.001 -0.765 -3.091 0.076
C 1.209 -5.842 0.797 -0.185
Si 1.801 -4.374 -0.178 0.419
C 1.477 -4.632 -2.006 -0.180
C 3.600 -4.000 0.123 -0.176
C 0.872 -2.841 0.260 -0.190
C 0.444 -1.698 0.326 -0.230
H 1.797 -6.728 0.540 0.037
H 0.161 -6.060 0.579 0.032
H 1.305 -5.675 1.871 0.035
H 2.168 -5.361 -2.438 0.037
H 1.598 -3.690 -2.547 0.028
H 0.463 -5.006 -2.175 0.027
H 4.247 -4.813 -0.214 0.036
H 3.787 -3.834 1.186 0.037
H 3.878 -3.091 -0.415 0.024
```

For the energy relative to the best compared isomer or geometry (same formula, charge and spin), the calculation gives 0.7 kcal per mole. The calculation puts the gap between HOMO and LUMO (spin up / spin down) at 7.63 / 7.49 eV. Its multiplicity is 4. As for the total charge: +1. The calculation puts the total energy at -5361.34788 a.u. The expectation value of S² is 3.798. The value obtained for the LUMO energy (spin up / spin down) is -0.10643 / -0.11750 Ha. The HOMO energy (spin up / spin down) comes out at -10.53 / -10.69 eV.